Record 1
DFT (ωB97M-V/def2-TZVPD) results for a cluster of 4 separate species, C29H65N5O11S2Si in total in a non-equilibrium geometry.

Structure (XYZ):
```
113
C29H65N5O11S2Si ωB97M-V/def2-TZVPD
C -1.5805 2.2368 1.8294
Si -1.5319 1.4703 0.0688
C -2.9496 0.2104 -0.0137
C -1.9378 2.8893 -1.1349
C 0.2268 0.7241 -0.1263
O 0.1261 -0.5628 0.5659
S 1.4872 -1.3708 0.0405
O 2.5124 -0.7381 0.8581
O 1.5018 -2.7962 0.2332
O 1.3844 -0.8363 -1.4968
C 0.8703 0.5593 -1.5501
C 2.1841 1.3674 -1.8481
C 1.9306 2.8894 -2.1542
C 2.2493 3.8680 -0.9721
C 3.6525 3.6464 -0.2888
S 3.4422 3.7225 1.5611
C 4.2023 2.2465 2.2095
N 5.4846 1.8768 2.2101
N 5.6727 0.6699 2.7684
C 4.4411 0.2660 3.1348
O 3.5287 1.2036 2.8296
H -1.2122 1.4335 2.5245
H -2.6228 2.5225 2.1127
H -0.8627 3.0911 1.9327
H -3.6438 0.4140 -0.8696
H -2.5537 -0.8315 -0.0614
H -3.5373 0.3040 0.9330
H -2.6783 2.5592 -1.9061
H -1.0609 3.3561 -1.6385
H -2.4683 3.6764 -0.5347
H 0.8823 1.3445 0.5359
H 0.1369 0.4810 -2.3850
H 2.6569 0.9330 -2.7664
H 2.8666 1.1673 -0.9918
H 2.5712 3.1875 -3.0219
H 0.8742 3.0577 -2.4915
H 1.4651 3.8129 -0.1757
H 2.2293 4.9187 -1.3525
H 4.1884 2.7264 -0.6084
H 4.3139 4.5044 -0.5744
H 4.2145 -0.6993 3.6125
C 3.3716 5.5768 -9.4623
O 4.1656 5.9690 -8.3555
C 4.1313 7.3705 -8.0947
C 3.3788 7.6645 -6.8042
N 1.9477 7.4151 -6.9538
C 1.2075 7.3997 -5.6917
C 1.5840 6.3381 -4.6533
O 1.2664 5.0075 -5.0354
C 2.2299 4.3849 -5.8695
H 3.6104 4.5384 -9.6929
H 2.3050 5.6344 -9.2236
H 3.5872 6.1877 -10.3427
H 3.7218 7.9353 -8.9372
H 5.1710 7.6851 -7.9622
H 3.5338 8.7119 -6.5280
H 3.8157 7.0349 -6.0202
H 1.8139 6.5216 -7.4090
H 0.1557 7.2524 -5.9505
H 1.2833 8.3907 -5.2301
H 0.9809 6.5372 -3.7618
H 2.6286 6.4113 -4.3293
H 3.2481 4.7142 -5.6479
H 1.9917 4.5535 -6.9221
H 2.1753 3.3075 -5.6973
C -6.4080 -4.2982 1.7550
O -5.5973 -4.4934 2.8999
C -4.2801 -3.9596 2.7668
C -4.0956 -2.7444 3.6673
N -4.8641 -1.6080 3.1763
C -4.9705 -0.4983 4.1249
C -5.6723 -0.7618 5.4609
O -7.0661 -1.0052 5.3500
C -7.4142 -2.3403 5.0237
H -7.3114 -4.8959 1.8797
H -6.7066 -3.2496 1.6561
H -5.8968 -4.6248 0.8452
H -4.0300 -3.7311 1.7261
H -3.5945 -4.7423 3.1050
H -3.0356 -2.4744 3.6981
H -4.4040 -3.0343 4.6783
H -5.8012 -1.9116 2.9454
H -5.5203 0.2965 3.6126
H -3.9644 -0.1099 4.3223
H -5.5825 0.1536 6.0536
H -5.1851 -1.5472 6.0493
H -6.7167 -3.0676 5.4460
H -7.4885 -2.4632 3.9404
H -8.4047 -2.5385 5.4381
C 1.9205 -8.9868 4.3737
O 2.6910 -7.8631 3.9854
C 2.9329 -7.7925 2.5813
C 2.1621 -6.6393 1.9536
N 0.7265 -6.9065 1.9340
C -0.0941 -5.7379 1.6122
C -0.0307 -4.5358 2.5585
O -0.5939 -4.7756 3.8440
C 0.2797 -5.4146 4.7592
H 1.9520 -9.0534 5.4615
H 0.8748 -8.8724 4.0714
H 2.3274 -9.9117 3.9560
H 2.7181 -8.7407 2.0796
H 4.0022 -7.5924 2.4626
H 2.5131 -6.4879 0.9285
H 2.3941 -5.7374 2.5318
H 0.4421 -7.2520 2.8414
H -1.1310 -6.0853 1.5853
H 0.1541 -5.4048 0.5986
H -0.6440 -3.7468 2.1123
H 0.9763 -4.1155 2.6465
H 1.3234 -5.1288 4.6080
H 0.1657 -6.5000 4.7037
H -0.0133 -5.1133 5.7672
```

Calculated values
- largest force on an atom (Eh/bohr) = 0.067
- multiplicity = 1
- SMILES string = C[Si](C)(C)[C@H]1OS(=O)(=O)O[C@@H]1CCCCSc1nnco1.COCCNCCOC.COCCNCCOC.COCCNCCOC
- E_tot (Ha) = -3331.0169
- orbital gap (eV) = 8.8
- LUMO energy (eV) = 0.34

=====

Record 2
DFT (ωB97M-V/def2-TZVPD) results for a cluster of 9 separate species, C29H66F6O25S7 in total in a non-equilibrium geometry.

Structure (XYZ):
```
133
C29H66F6O25S7 ωB97M-V/def2-TZVPD
C 19.4530 22.0536 -18.0787
C 18.6550 21.0366 -18.9820
O 17.7404 20.3704 -18.0376
C 17.8547 19.0293 -17.9025
O 18.8283 18.4119 -18.3773
C 16.7432 18.2885 -17.0533
F 16.1518 17.3925 -17.7864
F 17.3351 17.7258 -16.0117
F 15.8145 19.0859 -16.5784
H 20.0307 22.7960 -18.6294
H 20.1787 21.5874 -17.4123
H 18.8149 22.7086 -17.4854
H 19.5192 20.4674 -19.3243
H 18.0717 21.4162 -19.8209
C 7.8183 19.8062 -19.3771
C 7.7073 19.7358 -20.8835
O 7.0616 20.8654 -21.3203
C 6.8125 20.9456 -22.5930
O 7.3041 20.2858 -23.5105
C 5.8768 22.1920 -22.8620
F 6.5195 23.2849 -23.4191
F 4.9529 21.8091 -23.7310
F 5.2777 22.6693 -21.7428
H 8.3543 20.7065 -19.0767
H 8.3988 18.9415 -19.0553
H 6.8365 19.7911 -18.9040
H 7.2276 18.7847 -21.1144
H 8.7030 19.8131 -21.3201
C 24.5924 23.4331 -24.9316
C 23.0476 23.3580 -24.8387
O 22.5491 24.4630 -24.1593
S 20.9027 24.5335 -23.9160
C 20.2521 25.1312 -25.4788
O 20.3878 23.1868 -23.7105
O 20.7288 25.6112 -22.9275
H 24.8989 24.4633 -25.1131
H 24.9839 22.7537 -25.6887
H 25.1292 23.1684 -24.0207
H 22.7246 23.4550 -25.8752
H 22.9315 22.3771 -24.3777
H 19.2286 25.4591 -25.2970
H 20.2476 24.3481 -26.2369
H 20.9151 25.9163 -25.8424
C 19.9481 31.0412 -22.7736
C 20.0921 32.3881 -22.0921
O 19.6388 32.3700 -20.6928
S 20.2404 33.6846 -19.9200
C 19.9136 33.2626 -18.1502
O 21.7097 33.6581 -20.0507
O 19.5980 34.9164 -20.3931
H 18.8970 30.7586 -22.7144
H 20.7226 30.3559 -22.4293
H 20.0347 31.2057 -23.8476
H 21.1211 32.7443 -22.1406
H 19.4222 33.0539 -22.6361
H 20.5175 32.3769 -17.9529
H 18.8385 33.1155 -18.0462
H 20.2048 34.0518 -17.4571
C 13.8178 24.2143 -15.6404
C 14.4368 23.8932 -14.2478
O 13.5059 23.9828 -13.1475
S 12.6987 22.5626 -12.7801
C 14.0348 21.5792 -11.9257
O 11.7157 22.9221 -11.7370
O 12.3419 21.9454 -14.0727
H 14.5561 24.3498 -16.4307
H 13.3758 25.2105 -15.6249
H 13.0929 23.4739 -15.9786
H 15.1873 23.1086 -14.1516
H 14.9257 24.8470 -14.0495
H 13.5616 20.9239 -11.1944
H 14.8524 22.2457 -11.6511
H 14.2983 20.9391 -12.7676
C 8.7773 25.6362 -16.0419
C 8.5993 26.2120 -17.4235
O 9.5636 27.3077 -17.5339
S 9.6248 28.1332 -18.9290
C 10.5344 26.8211 -19.8788
O 8.2951 28.3978 -19.4953
O 10.4717 29.2579 -18.6564
H 8.5440 24.5726 -15.9922
H 8.1434 26.1455 -15.3161
H 9.7682 25.7242 -15.5963
H 8.7551 25.4578 -18.1950
H 7.5375 26.4402 -17.5157
H 10.6434 27.3176 -20.8430
H 9.8363 26.0407 -20.1816
H 11.5030 26.5306 -19.4721
C 15.7473 25.2199 -20.9991
C 15.3132 23.8981 -21.6844
O 14.3326 23.4122 -20.7962
S 13.2112 22.3108 -21.3216
C 14.1774 20.6973 -21.1924
O 12.1706 22.4231 -20.2837
O 12.8000 22.6589 -22.7053
H 16.3182 25.8248 -21.7036
H 16.4060 24.9285 -20.1811
H 14.9054 25.7024 -20.5026
H 14.8138 24.2382 -22.5917
H 16.2106 23.3161 -21.8943
H 13.3761 19.9601 -21.1419
H 14.5895 20.6643 -20.1838
H 14.9893 20.6799 -21.9194
C 9.2953 27.0281 -25.5714
C 10.2888 25.9947 -26.0889
O 11.5203 26.4377 -25.4964
S 12.7384 26.9883 -26.4534
C 13.2567 25.3624 -27.1288
O 12.2250 27.8008 -27.5591
O 13.7633 27.4353 -25.5628
H 8.3316 27.0383 -26.0806
H 9.6838 28.0462 -25.5970
H 9.2360 26.6870 -24.5379
H 10.1123 24.9262 -25.9654
H 10.3040 26.0796 -27.1755
H 12.3176 24.8817 -27.4030
H 13.7620 24.7875 -26.3528
H 13.8451 25.5150 -28.0335
C 11.0030 13.0407 -18.9271
C 11.0344 14.5603 -18.8211
O 10.9936 14.9854 -17.4656
S 9.7690 14.6769 -16.3806
C 9.9894 16.1290 -15.2304
O 8.5482 14.8597 -17.1161
O 10.1133 13.4258 -15.6743
H 11.7800 12.6782 -18.2542
H 11.3295 12.5546 -19.8465
H 10.1067 12.5052 -18.6141
H 11.9013 14.9743 -19.3361
H 10.2733 15.0927 -19.3916
H 11.0570 16.3312 -15.3168
H 9.8515 15.8043 -14.1991
H 9.4567 17.0180 -15.5681
```

Calculated values
- largest force on an atom (Eh/bohr) = 0.077
- multiplicity = 1
- energy above the lowest of the compared OMol25 structures with the same formula, charge and spin (eV) = 4.3146
- SMILES string = CCOC(=O)C(F)(F)F.CCOC(=O)C(F)(F)F.CCOS(C)(=O)=O.CCOS(C)(=O)=O.CCOS(C)(=O)=O.CCOS(C)(=O)=O.CCOS(C)(=O)=O.CCOS(C)(=O)=O.CCOS(C)(=O)=O
- E_tot (Ha) = -6411.7987
- orbital gap (eV) = 10.4
- LUMO energy (eV) = -0.30

=====

Record 3
DFT (ωB97M-V/def2-TZVPD) results for a cluster of 10 separate species, C29H66N8O14 in total in a non-equilibrium geometry.

Structure (XYZ):
```
117
C29H66N8O14 ωB97M-V/def2-TZVPD
C -1.0986 3.0608 -4.8488
O -2.4192 2.7869 -4.3235
C -2.8060 1.6207 -3.8783
O -2.0658 0.6745 -3.6529
O -4.0971 1.6415 -3.8085
C -4.7745 0.4374 -3.4254
H -0.5740 2.1160 -4.9908
H -0.4413 3.5706 -4.1445
H -1.1804 3.5537 -5.8176
H -5.8110 0.5094 -3.7550
H -4.6781 0.2881 -2.3500
H -4.3247 -0.3780 -3.9918
C 0.6610 -3.0299 2.0984
O 0.5949 -2.6256 3.4504
C -0.2914 -3.0044 4.3214
O -1.1218 -3.8812 4.1223
O -0.1232 -2.2055 5.3996
C -1.0349 -2.1099 6.4578
H 1.6213 -2.6978 1.7038
H -0.0640 -2.3692 1.6230
H 0.5372 -4.1083 1.9990
H -1.0660 -2.9328 7.1719
H -2.0496 -1.9124 6.1120
H -0.7911 -1.2078 7.0189
C 5.0322 2.4571 -6.9929
N 4.2637 2.0169 -5.8209
C 3.6151 0.8359 -5.7522
C 2.7423 0.5609 -4.5611
O 3.6752 0.0000 -6.7014
H 4.8586 3.4872 -7.3044
H 4.6643 2.0019 -7.9124
H 6.0675 2.2264 -6.7417
H 4.1224 2.6844 -5.0761
H 3.1432 1.0608 -3.6794
H 2.8578 -0.4949 -4.3160
H 1.7006 0.8622 -4.6718
C 0.5845 -1.9076 -3.9140
N 0.9376 -2.7286 -2.7521
C 0.7886 -4.0349 -2.7047
C 1.0043 -4.7214 -1.3544
O 0.3758 -4.6195 -3.6603
H 1.3025 -2.0926 -4.7130
H 0.6341 -0.8710 -3.5809
H -0.3522 -2.1196 -4.4295
H 1.1157 -2.3193 -1.8461
H 0.6672 -5.7551 -1.4314
H 0.4357 -4.1779 -0.5998
H 2.0475 -4.8594 -1.0701
C 4.1334 4.7117 3.9146
N 3.4802 3.7302 2.9982
C 2.3470 3.8873 2.3069
C 1.5451 5.2084 2.4098
O 1.9503 3.0431 1.5651
H 5.1901 4.5560 4.1316
H 3.7410 4.4483 4.8968
H 3.8392 5.7613 3.9190
H 3.9893 2.8599 2.9397
H 0.9086 5.1283 3.2910
H 1.0620 5.4335 1.4590
H 2.1803 6.0888 2.5080
C -3.5583 1.2602 -0.2686
N -4.6908 2.1318 0.0895
C -5.4331 1.9373 1.1896
C -6.6834 2.8388 1.4918
O -5.1966 1.0050 1.9245
H -2.9945 1.5512 -1.1549
H -3.8380 0.2117 -0.3709
H -2.8727 1.2152 0.5776
H -4.8925 2.9705 -0.4359
H -7.4143 3.0848 0.7215
H -6.3980 3.7852 1.9510
H -7.3255 2.2809 2.1734
C 6.1379 0.0930 1.0423
N 5.3312 -0.7020 1.9046
C 4.7456 -0.1829 2.9963
C 3.9511 -1.2038 3.8389
O 4.7884 1.0185 3.2963
H 5.4748 0.7362 0.4638
H 6.7633 -0.5190 0.3923
H 6.7843 0.7691 1.6018
H 5.4620 -1.7032 1.8791
H 2.8888 -0.9608 3.8176
H 4.3758 -1.1583 4.8417
H 3.9799 -2.2474 3.5254
C -2.4472 -1.8412 -1.9315
N -2.8446 -2.6548 -0.7988
C -3.7384 -3.6766 -0.8545
C -3.9337 -4.3240 0.5441
O -4.3887 -4.0181 -1.8441
H -3.3036 -1.5157 -2.5221
H -1.6487 -2.3094 -2.5071
H -2.0992 -0.9088 -1.4868
H -2.5021 -2.3789 0.1104
H -4.4211 -5.2989 0.5526
H -4.6279 -3.6718 1.0740
H -2.9674 -4.4087 1.0413
C -0.5304 0.5736 3.0055
N -1.6634 -0.2040 3.3961
C -2.4067 -1.0059 2.5714
C -3.5879 -1.7367 3.2179
O -2.0476 -1.3219 1.4415
H 0.2354 -0.1341 3.3230
H -0.4530 1.5628 3.4567
H -0.4030 0.7388 1.9357
H -2.0280 -0.0128 4.3184
H -3.3035 -2.7729 3.4012
H -4.5484 -1.6257 2.7148
H -3.7308 -1.2330 4.1739
C 0.5003 1.1365 -1.1809
C 1.3775 0.1243 -0.4101
N 1.8622 0.4468 0.7765
O 1.6711 -0.9714 -0.8287
H 1.1982 1.5501 -1.9089
H 0.2484 1.8785 -0.4232
H -0.4034 0.6059 -1.4805
H 2.4460 -0.2907 1.1444
H 1.8520 1.3416 1.2448
```

Calculated values
- largest force on an atom (Eh/bohr) = 0.074
- multiplicity = 1
- energy above the lowest of the compared OMol25 structures with the same formula, charge and spin (eV) = 0.0000
- SMILES string = COC(=O)OC.COC(=O)OC.CNC(C)=O.CNC(C)=O.CNC(C)=O.CNC(C)=O.CNC(C)=O.CNC(C)=O.CNC(C)=O.CC(N)=O
- E_tot (Ha) = -2636.0665
- orbital gap (eV) = 8.5
- LUMO energy (eV) = 0.15

=====

Record 4
DFT (ωB97M-V/def2-TZVPD) results for a structure of composition C29H68ClInN3O3 in a non-equilibrium geometry.

Structure (XYZ):
```
105
C29H68ClInN3O3 ωB97M-V/def2-TZVPD
C 5.5628 -4.7363 -1.0478
C 4.4345 -3.5767 -0.6221
O 4.7731 -2.7974 0.4032
O 3.2389 -3.5108 -1.4574
C 2.0716 -2.9366 -0.7905
C 1.2392 -2.1041 -1.9792
C -0.3824 -2.0878 -1.7515
C -0.8619 -1.6092 -0.2470
C -2.4832 -1.2217 -0.1870
C -3.4189 -2.4472 0.3926
In -5.5930 -1.7558 0.0298
Cl -5.7163 -0.5121 -2.1508
C -7.0379 -3.5414 -0.1424
C -7.8143 -3.3560 -1.5813
C -9.0594 -4.3956 -1.8204
O -6.8309 -3.5690 -2.6930
H 5.7401 -5.4635 -0.1364
H 6.5703 -4.2213 -1.4208
H 5.1544 -5.3578 -1.9661
H 1.4347 -3.8226 -0.3348
H 2.2867 -2.1434 0.0392
H 1.6762 -1.0179 -2.0021
H 1.4701 -2.6575 -2.9849
H -0.8161 -1.2768 -2.5126
H -0.9260 -3.1009 -2.0512
H -0.5874 -2.4378 0.5462
H -0.2971 -0.5831 -0.0397
H -2.5759 -0.3355 0.6009
H -2.8533 -0.7926 -1.2202
H -3.1968 -3.4981 -0.1082
H -3.2196 -2.4850 1.5646
H -6.1214 -0.6161 1.3364
H -6.3276 -4.5000 -0.1347
H -7.7817 -3.5423 0.7897
H -8.2588 -2.2485 -1.6086
H -10.0740 -3.7946 -2.0050
H -9.1812 -5.2161 -0.9801
H -8.8421 -4.9853 -2.8255
H -6.3134 -4.3841 -2.3787
C -3.3336 6.1427 0.1739
C -2.0634 5.2943 0.1668
N -2.1587 4.0792 0.9791
C -0.8648 3.4281 1.2056
C -0.1385 2.8634 -0.0108
C -3.2663 3.1724 0.6654
C -3.3545 2.6289 -0.7571
H -3.6379 6.3925 1.1946
H -3.1558 7.0807 -0.3626
H -4.1650 5.6360 -0.3251
H -1.2613 5.9256 0.5694
H -1.7944 5.0686 -0.8696
H -0.9832 2.6292 1.9466
H -0.2002 4.1561 1.6865
H -0.5994 1.9390 -0.3649
H 0.8954 2.6187 0.2597
H -0.0950 3.5748 -0.8407
H -4.2066 3.6907 0.8889
H -3.2569 2.3266 1.3655
H -3.1944 3.4006 -1.5129
H -4.3528 2.2106 -0.9274
H -2.6399 1.8206 -0.9252
C 4.7885 0.2464 -2.4215
C 4.3030 1.6337 -2.0056
N 4.6104 2.6846 -2.9786
C 4.4100 4.0390 -2.4544
C 2.9881 4.4464 -2.0822
C 4.1275 2.4673 -4.3450
C 2.6291 2.2607 -4.5414
H 5.8588 0.2520 -2.6472
H 4.6209 -0.4649 -1.6058
H 4.2484 -0.1294 -3.2957
H 4.8044 1.8717 -1.0592
H 3.2316 1.5833 -1.7887
H 4.8095 4.7690 -3.1678
H 5.0371 4.1517 -1.5618
H 2.3784 4.6432 -2.9663
H 3.0128 5.3757 -1.5009
H 2.4840 3.6948 -1.4676
H 4.6468 1.5933 -4.7564
H 4.4556 3.2964 -4.9857
H 2.2004 1.5705 -3.8119
H 2.4456 1.8369 -5.5351
H 2.0820 3.2044 -4.4940
C -0.3561 -0.5695 4.0530
C 0.9341 -1.2121 3.5473
N 2.1512 -0.5754 4.0558
C 3.3659 -0.9969 3.3514
C 3.7768 -2.4608 3.4712
C 2.2764 -0.4820 5.5129
C 2.2217 -1.7799 6.3123
H -0.3738 0.5037 3.8418
H -1.2176 -1.0245 3.5527
H -0.4904 -0.7169 5.1287
H 0.9211 -1.1252 2.4536
H 0.9103 -2.2818 3.7770
H 4.2070 -0.3687 3.6666
H 3.2343 -0.7703 2.2864
H 4.2064 -2.6823 4.4503
H 4.5499 -2.6872 2.7274
H 2.9438 -3.1463 3.2895
H 1.4821 0.1775 5.8829
H 3.2026 0.0497 5.7677
H 1.4177 -2.4422 5.9846
H 2.0428 -1.5512 7.3689
H 3.1665 -2.3248 6.2621
```

Calculated values
- largest force on an atom (Eh/bohr) = 0.156
- multiplicity = 1
- E_tot (Ha) = -2185.8622
- net charge = -1
- orbital gap (eV) = 7.0
- LUMO energy (eV) = 2.13